[1]
10 unconnected molecules or ions with the total composition C44H92O16, computed with ωB97M-V with the def2-TZVPD basis set.

CARTESIAN COORDINATES (ANGSTROEM)
C1 -19.457 -0.626 30.746
C2 -18.248 -1.471 31.120
O1 -17.089 -1.199 30.338
C3 -15.941 -1.727 30.724
C4 -14.761 -1.245 29.919
O2 -15.797 -2.488 31.647
H1 -20.379 -1.052 31.151
H2 -19.681 -0.595 29.676
H3 -19.470 0.409 31.088
H4 -17.985 -1.345 32.170
H5 -18.534 -2.514 30.973
H6 -14.983 -0.601 29.069
H7 -14.251 -2.155 29.605
H8 -14.097 -0.628 30.525
C5 -21.591 -10.025 34.305
C6 -21.172 -10.019 32.839
O3 -22.301 -10.200 31.999
C7 -22.655 -11.429 31.609
C8 -24.006 -11.401 30.941
O4 -21.914 -12.375 31.599
H9 -20.715 -10.273 34.902
H10 -22.348 -10.783 34.507
H11 -22.032 -9.054 34.537
H12 -20.624 -9.110 32.595
H13 -20.424 -10.806 32.710
H14 -24.151 -10.520 30.313
H15 -24.760 -11.359 31.732
H16 -24.207 -12.251 30.295
C9 -22.692 -5.982 25.534
C10 -21.691 -6.570 24.524
O5 -20.527 -6.928 25.258
C11 -19.669 -7.829 24.742
C12 -18.807 -8.395 25.830
O6 -19.605 -8.109 23.572
H17 -23.430 -6.703 25.891
H18 -23.288 -5.186 25.085
H19 -22.273 -5.603 26.464
H20 -22.105 -7.385 23.932
H21 -21.530 -5.777 23.789
H22 -18.739 -7.717 26.674
H23 -17.836 -8.558 25.365
H24 -19.252 -9.331 26.165
C13 -14.494 -5.583 30.580
C14 -15.508 -6.059 29.549
O7 -16.074 -4.949 28.858
C15 -16.274 -5.071 27.529
C16 -17.039 -3.875 26.993
O8 -15.934 -6.016 26.879
H25 -13.988 -4.689 30.209
H26 -13.734 -6.310 30.852
H27 -15.057 -5.221 31.441
H28 -15.149 -6.917 28.979
H29 -16.370 -6.491 30.074
H30 -17.874 -3.687 27.670
H31 -17.480 -4.023 26.014
H32 -16.372 -3.016 27.054
C17 -16.175 -9.643 29.932
C18 -16.335 -9.460 28.431
O9 -17.347 -10.338 27.956
C19 -16.967 -11.410 27.236
C20 -18.103 -12.200 26.662
O10 -15.823 -11.733 27.060
H33 -17.128 -9.491 30.441
H34 -15.414 -9.039 30.422
H35 -15.905 -10.696 30.050
H36 -16.605 -8.442 28.141
H37 -15.380 -9.664 27.945
H38 -19.056 -11.679 26.716
H39 -18.204 -13.119 27.248
H40 -17.859 -12.577 25.673
C21 -21.428 -2.734 35.860
C22 -21.938 -2.041 34.621
O11 -23.230 -1.497 34.941
C23 -24.093 -1.283 33.952
C24 -25.408 -0.747 34.503
O12 -23.926 -1.557 32.795
H41 -21.045 -2.149 36.700
H42 -20.465 -3.173 35.566
H43 -22.166 -3.448 36.213
H44 -21.354 -1.211 34.212
H45 -22.030 -2.730 33.777
H46 -25.229 -0.434 35.533
H47 -26.211 -1.479 34.505
H48 -25.749 0.162 34.010
C25 -25.717 -8.093 33.338
C26 -24.671 -7.610 32.373
O13 -24.910 -6.215 32.129
C27 -24.460 -5.632 31.027
C28 -24.838 -4.161 30.939
O14 -23.775 -6.180 30.204
H49 -26.728 -7.795 33.057
H50 -25.519 -7.727 34.343
H51 -25.708 -9.184 33.278
H52 -23.701 -7.749 32.859
H53 -24.626 -8.164 31.437
H54 -24.449 -3.767 30.006
H55 -24.420 -3.568 31.750
H56 -25.924 -4.135 31.017
C29 -28.336 -11.658 26.641
C30 -27.186 -11.363 27.600
O15 -26.044 -10.888 26.882
C31 -25.755 -9.610 26.910
C32 -24.661 -9.192 25.917
O16 -26.354 -8.750 27.520
H57 -29.321 -11.539 27.094
H58 -28.222 -12.672 26.265
H59 -28.366 -10.914 25.843
H60 -27.564 -10.715 28.389
H61 -26.888 -12.273 28.118
H62 -24.906 -8.290 25.368
H63 -24.455 -10.006 25.226
H64 -23.828 -8.962 26.585
C33 -17.732 -4.232 21.902
C34 -17.891 -2.787 22.392
C35 -19.291 -2.168 22.410
C36 -20.206 -2.765 23.481
C37 -19.765 -2.395 24.911
C38 -20.413 -3.275 26.020
H65 -16.679 -4.499 21.837
H66 -18.155 -4.336 20.898
H67 -18.284 -4.949 22.512
H68 -17.399 -2.726 23.365
H69 -17.281 -2.171 21.724
H70 -19.803 -2.188 21.447
H71 -19.114 -1.116 22.654
H72 -21.217 -2.374 23.348
H73 -20.178 -3.858 23.460
H74 -18.688 -2.565 24.982
H75 -19.895 -1.330 25.117
H76 -20.167 -4.296 25.712
H77 -20.052 -3.270 27.047
H78 -21.468 -3.020 25.923
C39 -20.926 -4.739 31.892
C40 -19.707 -4.587 31.006
C41 -19.792 -4.990 29.542
C42 -19.579 -6.459 29.225
C43 -20.593 -7.448 29.859
C44 -20.691 -8.759 29.083
H79 -21.367 -5.736 31.947
H80 -21.710 -4.127 31.426
H81 -20.807 -4.381 32.914
H82 -19.361 -3.545 31.032
H83 -18.860 -5.035 31.549
H84 -19.143 -4.345 28.943
H85 -20.790 -4.714 29.169
H86 -19.597 -6.542 28.135
H87 -18.560 -6.726 29.525
H88 -20.296 -7.544 30.908
H89 -21.604 -7.050 29.971
H90 -19.714 -9.050 28.686
H91 -20.991 -9.557 29.764
H92 -21.357 -8.680 28.224

Maximum force, eV/A: 3.22
2S+1: 1
SMILES: CCOC(C)=O.CCOC(C)=O.CCOC(C)=O.CCOC(C)=O.CCOC(C)=O.CCOC(C)=O.CCOC(C)=O.CCOC(C)=O.CCCCCC.CCCCCC
Kohn-Sham gap, eV: 10.589



[2]
A gas-phase ion, C7H14NO4P2 (charge +1), computed with ωB97M-V with the def2-TZVPD basis set.

CARTESIAN COORDINATES (ANGSTROEM)
C1 -2.547 -1.055 -0.210
C2 -1.796 -1.070 -1.473
N1 -1.083 -0.936 -0.185
C3 -0.614 0.471 0.414
O1 -1.388 1.425 -0.226
P1 -1.094 3.067 -0.213
O2 0.527 3.150 -0.069
C4 1.244 2.135 0.598
C5 0.928 0.697 0.215
C6 1.449 0.467 -1.250
O3 2.834 0.657 -1.307
P2 3.832 -0.299 -0.434
O4 3.112 -0.135 1.026
C7 1.752 -0.307 1.053
H1 -3.276 -0.143 -0.079
H2 -2.942 -1.889 0.273
H3 -1.643 -2.033 -1.891
H4 -1.848 -0.146 -2.011
H5 -0.540 -1.811 0.121
H6 -0.960 0.338 1.507
H7 -1.506 3.187 1.173
H8 1.015 2.204 1.583
H9 2.420 2.265 0.464
H10 1.135 -0.523 -1.525
H11 0.947 1.216 -1.985
H12 3.017 -1.414 -0.652
H13 1.538 -0.222 2.074
H14 1.493 -1.402 0.768

Maximum force, eV/A: 3.51
2S+1: 1
Charge: +1
SMILES: C1C[NH+]1[C@@H]1OPOCC12COPOC2
Kohn-Sham gap, eV: 9.854



[3]
2 unconnected molecules or ions with the total composition C6H11NO2, computed with ωB97M-V with the def2-TZVPD basis set.

CARTESIAN COORDINATES (ANGSTROEM)
C1 -1.227 -0.484 0.680
C2 0.245 -0.437 0.297
C3 0.481 -0.561 -1.214
C4 -0.073 -1.789 -1.796
N1 -0.652 -2.666 -2.290
C5 1.161 -1.317 1.177
O1 1.715 -0.165 1.830
C6 1.020 0.731 0.949
H1 -1.348 -0.368 1.765
H2 -1.683 -1.443 0.396
H3 -1.786 0.328 0.196
H4 1.554 -0.531 -1.452
H5 0.040 0.301 -1.738
H6 1.927 -1.885 0.625
H7 0.649 -1.987 1.882
H8 0.399 1.469 1.475
H9 1.713 1.270 0.284
O2 -1.279 2.811 -1.050
H10 -1.811 3.183 -0.341
H11 -1.046 3.539 -1.675

Maximum force, eV/A: 1.63
2S+1: 1
Relative energy (zero: lowest compared OMol25 entry of this formula, charge and spin), kJ/mol: 206.72
SMILES: CC1(CC#N)COC1.O
Kohn-Sham gap, eV: 10.241



[4]
2 unconnected molecules or ions with the total composition C5H10NO, computed with ωB97M-V with the def2-TZVPD basis set.

CARTESIAN COORDINATES (ANGSTROEM)
C1 -1.448 0.765 0.866
C2 3.315 0.105 -0.117
C3 -4.380 -1.017 -0.641
C4 1.942 0.301 0.556
C5 0.701 0.289 -0.281
N1 -0.468 0.700 0.314
O1 -3.513 -0.359 -0.164
H1 3.920 0.139 0.732
H2 3.579 0.934 -0.836
H3 3.369 -0.954 -0.483
H4 -5.491 -1.009 -0.313
H5 -4.330 -1.784 -1.423
H6 1.895 1.269 0.993
H7 1.937 -0.444 1.312
H8 0.850 0.998 -1.040
H9 0.599 -0.735 -0.702
H10 -2.476 0.800 1.227

Maximum force, eV/A: 3.73
2S+1: 1
Relative energy (zero: lowest compared OMol25 entry of this formula, charge and spin), kJ/mol: 344.99
Charge: +1
Kohn-Sham gap, eV: 10.285